(1)
C6H9NS | ωB97M-V with the def2-TZVPD basis set

Output
HOMO-LUMO gap in eV: 9.5
Energy relative to the best compared isomer or geometry (same formula, charge and spin) in kJ/mol: 450.01
Energy in a.u.: -686.7914
F_max in eV/A: 3.777

Structure (ORCA input):
```
! RIJCOSX wB97M-V def2-TZVPD def2/J DEFGRID3
* xyz 0 1
H -1.117 -1.517 -2.623
C -1.077 -0.411 -0.623
H 0.462 -1.576 1.460
H -1.794 -0.670 0.168
H -1.293 1.629 0.421
C 0.572 0.520 0.730
H 1.833 -1.316 0.697
C 0.142 -1.155 -0.815
C -1.089 -1.576 -1.551
H -0.137 1.563 -1.007
N 1.469 1.232 1.409
H 1.674 3.517 2.438
H 0.836 -0.601 -1.372
C -0.599 0.981 -0.214
H -1.539 -2.518 -1.183
C 0.810 -1.001 0.610
S 0.845 2.899 1.454
*
```

natural (NBO) population analysis, charges in e, atoms 1 to 2: 0.221 -0.270

=====

(2)
C5H8IrO4 | ωB97M-V with the def2-TZVPD basis set

Output
HOMO-LUMO gap (spin up / spin down) in eV: 9.8 / 6.5
Energy in a.u.: -600.0526
F_max in eV/A: 5.918
Expectation value of S²: 6.02

Structure (ORCA input):
```
! RIJCOSX wB97M-V def2-TZVPD def2/J DEFGRID3
* xyz 1 5
H 1.604 -1.795 0.790
H 1.931 -0.047 2.145
O 2.962 -0.397 -0.926
O -2.295 0.979 -0.002
O 0.670 -0.558 -0.672
O 1.080 1.190 0.709
H -4.022 0.275 0.819
H -2.348 -1.531 -1.060
C 0.753 -1.116 0.664
Ir -0.568 1.053 -0.311
C -3.167 -1.207 -0.412
C 0.985 0.090 1.601
H -0.133 -1.732 0.852
C -3.185 0.018 0.149
C 1.896 0.198 -0.908
H -3.997 -1.893 -0.237
H 1.767 1.028 -1.635
H 0.197 0.191 2.363
*
```

natural (NBO) population analysis, charges in e, atoms 1 to 2: 0.251 0.233

=====

(3)
C32H26N9O8P2SeZr | ωB97M-V with the def2-TZVPD basis set

Output
HOMO-LUMO gap in eV: 6.6
Energy relative to the best compared isomer or geometry (same formula, charge and spin) in kJ/mol: 58.18
Energy in a.u.: -5461.3273
F_max in eV/A: 2.318

Structure (ORCA input):
```
! RIJCOSX wB97M-V def2-TZVPD def2/J DEFGRID3
* xyz 1 1
C 2.968 0.461 0.720
C 9.285 0.342 -0.241
C -3.578 2.785 -2.289
C -4.194 0.844 -2.847
C 8.640 0.371 0.994
H -1.612 0.403 3.232
H 0.443 0.558 4.607
C -3.293 -2.555 -2.191
O -3.049 3.539 2.507
H 9.243 0.381 1.894
C -3.313 -2.433 2.184
N -0.673 0.274 -1.275
H -1.817 -3.224 3.500
C 7.264 0.385 1.050
H -3.102 3.638 -1.830
N -0.628 0.436 1.443
Se -2.004 -2.115 0.803
C -5.124 -2.994 4.231
C 7.150 0.343 -1.340
C 0.519 0.529 3.528
H -2.543 -3.070 -1.613
N -3.325 1.516 -2.022
H 11.060 -0.611 -2.016
H 4.678 0.504 1.996
H 12.374 0.277 -1.219
C -4.199 -3.249 -2.977
C -0.644 0.460 2.761
O -6.461 0.986 1.480
H -1.632 0.145 -3.083
C 0.539 0.352 -0.644
O -6.421 1.923 -0.893
O -2.202 2.392 0.394
C -2.870 -2.998 3.375
P -5.632 1.415 0.216
N -5.192 -2.640 -3.624
H -3.426 -3.742 5.307
C -4.669 -2.150 2.018
C 11.317 0.290 -1.456
H 2.648 0.608 3.472
C -3.777 -3.284 4.390
C 1.734 0.336 -1.364
C 1.690 0.273 -2.761
O -4.694 2.672 0.797
C -5.567 -2.424 3.043
H -4.939 3.658 -3.633
H -5.029 -1.739 1.087
C 1.774 0.491 1.499
O 10.631 0.330 -0.207
Zr -2.636 0.300 -0.002
N -4.906 1.613 -3.617
N -3.336 -1.228 -2.092
C 0.560 0.442 0.801
C 1.730 0.551 2.898
C -4.267 -0.618 -2.829
H 0.384 0.188 -4.460
H -6.008 -0.781 -4.069
C -5.218 -1.313 -3.550
H -5.951 0.455 2.113
C 0.473 0.224 -3.383
P -3.271 2.396 1.471
H 9.016 0.305 -2.381
H -4.133 -4.326 -3.068
H 11.090 1.172 -2.055
C 5.026 0.393 -0.091
N -4.496 2.844 -3.241
O -3.337 0.988 2.026
H -6.620 -2.208 2.906
C 8.535 0.327 -1.413
H -3.826 3.780 3.037
O -4.628 0.245 -0.059
N 4.241 0.343 -1.143
N 4.298 0.468 1.068
H 6.557 0.330 -2.247
C 6.496 0.374 -0.117
C 2.967 0.385 -0.637
H 2.623 0.264 -3.312
H -5.828 -3.220 5.023
H 6.794 0.399 2.029
C -0.676 0.216 -2.605
*
```

Mulliken population analysis, charges in e, atoms 1 to 2: -0.017 1.007

=====

(4)
C10H15N6O6P2S3W | ωB97M-V with the def2-TZVPD basis set

Output
HOMO-LUMO gap (spin up / spin down) in eV: 7.0 / 7.5
Energy relative to the best compared isomer or geometry (same formula, charge and spin) in kJ/mol: 0.94
Energy in a.u.: -3114.4218
F_max in eV/A: 3.068
Expectation value of S²: 2.04

Structure (ORCA input):
```
! RIJCOSX wB97M-V def2-TZVPD def2/J DEFGRID3
* xyz 1 3
N 7.423 12.442 9.357
P 12.789 7.049 6.047
N 10.742 12.056 6.349
H 11.872 14.959 6.351
H 16.118 10.660 6.480
H 14.298 7.735 8.287
C 6.797 10.413 6.668
N 5.824 10.878 6.343
C 8.069 9.895 7.055
H 15.686 6.246 5.119
N 14.960 7.494 7.569
O 14.417 10.076 4.527
H 16.327 7.882 5.144
C 7.964 11.656 8.736
O 12.986 9.941 6.730
H 9.400 15.009 5.578
C 10.187 10.939 4.395
O 13.014 5.515 5.858
O 12.175 7.309 7.419
C 10.011 12.969 5.761
C 9.743 14.341 6.321
O 15.579 9.934 6.827
W 11.095 9.076 6.675
S 10.269 10.164 8.587
C 15.448 7.309 5.066
H 11.238 14.507 7.912
N 10.219 9.975 3.481
C 14.449 7.748 6.122
H 15.024 7.646 4.123
H 8.910 14.390 7.030
H 10.998 9.316 3.473
H 9.657 10.020 2.698
S 8.900 8.586 6.215
H 12.219 5.005 5.656
P 14.262 9.637 5.938
C 10.939 15.000 6.955
H 15.811 8.121 7.653
H 10.863 16.112 7.119
N 10.716 10.870 5.613
C 8.712 10.612 8.056
S 9.374 12.472 4.221
O 11.946 7.794 5.006
H 15.277 6.530 7.661
*
```

natural (NBO) population analysis, charges in e, atoms 1 to 2: -0.225 2.368

=====

(5)
C10H22NO4S2Si | ωB97M-V with the def2-TZVPD basis set

Output
HOMO-LUMO gap in eV: 7.1
Energy in a.u.: -1835.5441
F_max in eV/A: 2.250

Structure (ORCA input):
```
! RIJCOSX wB97M-V def2-TZVPD def2/J DEFGRID3
* xyz 1 1
C 0.063 2.368 -1.740
O -0.828 0.583 0.546
C 3.042 -3.874 0.140
H -2.011 -0.791 -0.335
Si -0.077 2.063 0.121
C 0.624 -2.036 0.333
C 1.704 1.933 0.778
C 1.313 -2.901 1.367
H 5.434 -4.487 -0.593
C -0.863 3.604 0.910
S -3.917 2.275 0.346
H 0.114 -1.199 0.808
H -3.223 0.364 1.714
H -0.083 4.110 1.493
O 3.625 -2.826 0.042
S -5.403 4.807 -1.847
C -5.262 3.311 -1.391
O 3.433 -5.037 -0.375
H 2.073 -2.341 1.913
H -4.081 -0.096 0.245
C 4.631 -4.961 -1.153
H 2.393 2.221 -0.025
N -4.959 2.165 -0.995
C -2.010 0.294 -0.152
C -3.307 0.575 0.643
O 1.886 -4.071 0.776
H 4.921 -5.981 -1.391
H -0.104 -2.625 -0.233
H -1.684 3.403 1.606
H -0.888 2.253 -2.273
H 1.862 2.543 1.667
H -1.148 4.321 0.129
H 1.341 -1.636 -0.386
H 4.443 -4.420 -2.079
H 1.904 0.868 0.961
H 0.586 -3.258 2.095
H -2.095 0.766 -1.141
H 0.355 3.420 -1.853
H 0.847 1.722 -2.142
H -4.650 2.570 1.471
*
```

natural (NBO) population analysis, charges in e, atoms 1 to 2: -1.136 -0.847

=====

(6)
C15H17FNO | ωB97M-V with the def2-TZVPD basis set

Output
HOMO-LUMO gap in eV: 7.8
Energy relative to the best compared isomer or geometry (same formula, charge and spin) in kJ/mol: 368.47
Energy in a.u.: -811.2999
F_max in eV/A: 2.668

Structure (ORCA input):
```
! RIJCOSX wB97M-V def2-TZVPD def2/J DEFGRID3
* xyz 1 1
C 1.101 -0.812 -1.874
O 0.282 -1.542 -0.948
C 0.306 -3.630 0.211
H -0.884 3.329 -2.918
H 2.162 -1.093 -1.862
H 1.765 -0.885 1.605
H 0.877 -2.210 2.300
H -3.432 1.684 1.588
C -2.544 1.053 1.599
H 0.776 1.079 2.268
C -0.196 2.749 -2.301
H -0.656 -3.575 -0.327
C -1.614 -1.018 1.181
H 2.039 -2.417 -0.133
C 0.858 -1.495 1.467
H -0.576 0.915 -3.303
C -1.341 1.557 1.997
C 0.463 3.444 -1.297
C -0.364 -0.596 1.539
H -1.232 2.593 2.304
N -2.674 -0.211 1.218
C 1.319 2.724 -0.474
H 0.302 4.507 -1.124
H 0.883 -4.412 -0.293
H 0.727 -1.072 -2.878
H 0.067 -3.891 1.248
C 0.982 -2.213 0.078
H 1.850 3.205 0.350
F -3.852 -0.721 0.841
C -0.213 0.733 1.975
C 0.862 0.680 -1.694
C 1.519 1.372 -0.681
H 2.192 0.830 -0.012
C -0.010 1.389 -2.501
H -1.744 -2.049 0.849
*
```

natural (NBO) population analysis, charges in e, atoms 1 to 2: -0.087 -0.547

=====

(7)
C18H32BrCl8N3O3PS | ωB97M-V with the def2-TZVPD basis set

Output
HOMO-LUMO gap in eV: 8.0
Energy in a.u.: -8089.8866
F_max in eV/A: 1.788

Structure (ORCA input):
```
! RIJCOSX wB97M-V def2-TZVPD def2/J DEFGRID3
* xyz 1 1
H -0.327 2.655 -6.388
H -3.667 1.918 -0.451
H -5.524 -3.154 4.286
C -0.319 3.386 -5.590
Cl -6.506 -4.500 2.624
C 3.875 1.702 4.508
C 4.709 0.605 -1.364
H 6.524 -0.211 -0.547
Cl -10.037 -5.413 0.375
P 1.321 -1.920 -1.812
H -1.317 3.765 -5.407
O 2.492 -1.629 -2.900
H 2.974 0.327 -0.036
Cl -4.854 -5.324 4.896
H 2.008 4.041 2.607
C -5.212 -4.037 3.741
Cl -10.521 -8.204 1.126
H 2.104 -1.840 -3.761
O -2.013 -3.420 0.748
H -8.562 -7.238 0.267
C 0.305 2.079 -1.365
C 2.438 3.588 1.715
C -1.386 -2.154 0.531
C -9.322 -6.918 0.969
H 2.160 5.481 0.803
H 5.320 -1.425 -0.890
H 2.941 2.225 4.674
H -1.787 -1.362 1.166
H -8.884 -6.731 1.942
S -3.329 0.620 -0.458
C 2.148 4.444 0.468
H 5.116 -0.437 0.537
Cl 0.728 4.723 -6.045
H 2.531 1.794 -2.586
H -1.178 -2.496 -1.606
Br 2.451 -2.409 0.035
C -1.821 -3.854 2.025
H -1.617 2.910 -0.911
H 1.866 3.256 -1.589
N 2.362 1.022 -1.955
Cl 3.631 0.512 3.216
H 0.250 5.047 -0.310
H 2.958 4.345 -0.259
Cl 0.249 2.594 -4.097
C 5.457 -0.418 -0.498
C -1.657 0.782 -0.905
H 5.295 1.507 -1.536
H 2.036 2.581 1.583
C 0.437 -0.299 -1.477
H 3.507 3.489 1.902
H 3.407 1.988 -0.388
C -1.045 2.005 -1.046
H -4.320 -3.827 3.168
H 0.200 3.578 0.631
C -1.568 -1.741 -0.929
Cl 5.124 2.878 4.095
H -0.313 -2.253 0.715
N 0.873 3.336 -1.404
C 0.774 4.108 -0.129
H 4.539 0.156 -2.345
O -2.132 -3.213 2.993
N 1.011 0.955 -1.591
H 4.179 1.174 5.403
C 3.316 0.988 -0.827
H -2.633 -1.645 -1.145
C -0.886 -0.401 -1.120
H -1.354 -4.840 2.142
*
```

natural (NBO) population analysis, charges in e, atoms 1 to 2: 0.231 0.148

=====

(8)
C37H30BrGeI2N3O2Ru | ωB97M-V with the def2-TZVPD basis set

Output
HOMO-LUMO gap (spin up / spin down) in eV: 6.5 / 6.4
Energy relative to the best compared isomer or geometry (same formula, charge and spin) in kJ/mol: 53.22
Energy in a.u.: -7083.8667
F_max in eV/A: 1.643

Structure (ORCA input):
```
! RIJCOSX wB97M-V def2-TZVPD def2/J DEFGRID3
* xyz 0 1
H 0.372 3.347 1.255
H 3.228 0.291 2.980
C 0.535 1.577 -5.304
C -4.767 -3.664 -2.956
N -2.103 2.359 -0.763
C -5.172 4.159 -4.125
C 3.279 2.446 0.376
C 1.227 -1.040 1.659
H 1.565 1.830 -5.079
H 0.457 -0.811 2.397
C -0.873 -3.401 -3.026
Ru -0.577 0.342 -0.625
H -0.979 -5.248 0.328
C 3.634 1.892 1.601
I -0.730 -2.474 -4.879
C -5.012 -2.854 -4.061
I -1.756 -7.425 -1.720
C -0.676 -2.633 -1.853
C -1.421 4.411 0.795
H 1.921 2.272 -1.275
H 4.426 2.331 2.196
H 3.785 3.316 -0.024
C -0.373 1.366 -4.270
C -6.449 3.886 -3.644
C 2.969 0.765 2.041
O -1.049 5.440 1.573
C -0.554 3.342 0.695
N 0.587 -1.573 0.479
N 1.590 0.773 0.103
C -3.521 -1.884 -1.918
Ge -2.999 0.681 -3.141
H 1.944 -1.728 2.126
H -7.728 2.432 -2.711
C -2.665 4.426 0.123
H -1.152 -2.386 1.251
C 1.955 0.218 1.262
H -3.353 5.256 0.219
Br -1.938 0.122 1.438
C -4.034 -3.178 -1.883
C -0.288 -2.727 0.686
H 0.212 -3.498 1.282
C -2.992 3.361 -0.659
H -1.349 -5.280 -3.934
C 2.252 1.860 -0.330
C -1.258 -5.410 -1.786
H -3.838 -3.809 -1.024
C -2.102 0.924 -5.873
C -1.198 1.124 -6.910
C -6.730 2.649 -3.074
C -4.171 3.196 -4.024
C -5.727 1.687 -2.972
C -2.083 1.078 -1.453
H -2.951 -1.515 -1.075
H -3.180 3.413 -4.410
H -5.148 -4.679 -2.934
H -5.594 -3.230 -4.894
H -0.033 1.448 -3.248
C -4.507 -1.562 -4.097
C -1.699 1.025 -4.537
H -1.734 6.118 1.588
C -1.176 -4.751 -3.006
H -3.917 3.277 -1.214
H 0.833 1.598 -7.430
H -7.228 4.635 -3.720
H -3.130 0.669 -6.117
H 1.294 -1.813 -0.207
C -0.918 2.268 -0.101
H -4.705 -0.941 -4.967
C -0.972 -4.724 -0.625
O -0.518 -1.332 -1.900
H -5.955 0.722 -2.527
C -0.666 -3.362 -0.641
C 0.125 1.448 -6.624
C -3.740 -1.072 -3.034
H -1.523 1.026 -7.939
H -4.957 5.118 -4.582
C -4.434 1.950 -3.439
*
```

Mulliken population analysis, charges in e, atoms 1 to 2: 0.527 0.465

=====

(9)
C30H21N5O4Pd | ωB97M-V with the def2-TZVPD basis set

Output
HOMO-LUMO gap (spin up / spin down) in eV: 7.3 / 7.2
Energy relative to the best compared isomer or geometry (same formula, charge and spin) in kJ/mol: 60.36
Energy in a.u.: -1858.4040
F_max in eV/A: 1.229

Structure (ORCA input):
```
! RIJCOSX wB97M-V def2-TZVPD def2/J DEFGRID3
* xyz 0 1
H 1.893 4.704 -3.598
C 5.071 -5.137 3.752
H -4.895 3.618 -0.307
H -0.542 1.917 -5.744
C 1.269 -0.933 -0.838
H 7.446 -6.667 1.870
H -6.279 5.464 3.324
N 4.183 -3.656 0.595
N -4.379 4.488 4.882
H 1.199 -0.627 -1.873
C 1.330 -1.616 1.796
C -5.720 4.611 1.419
O -1.894 1.760 1.409
C -2.264 -1.306 -2.192
H -6.539 5.062 0.878
H -2.575 -2.018 -5.485
H 2.871 -3.241 3.473
C -3.752 3.220 1.446
C -0.372 1.620 -3.614
C 2.239 -1.810 -0.407
O -2.837 2.252 -0.504
C -0.111 2.274 -4.821
C -1.169 0.384 -3.534
H 0.911 3.908 -5.757
H -0.360 -0.283 1.913
H 1.296 -1.848 2.851
C -1.561 -0.320 -4.678
H -2.790 2.984 3.351
N 0.136 2.082 -2.464
C 1.247 3.839 -3.637
H -2.551 -1.696 -1.222
N 0.362 -0.405 -0.008
C -4.526 4.247 3.448
C 4.943 -4.476 1.394
C -3.604 3.437 2.808
C -5.586 4.841 2.779
H 6.628 -6.528 4.172
C 0.392 -0.744 1.285
H 4.714 -5.079 4.771
O -3.441 3.969 5.452
H 6.379 -5.353 0.050
C -2.287 -1.490 -4.586
N 3.432 -3.527 2.691
H -1.284 0.043 -5.659
C 0.926 3.148 -2.483
C 6.138 -5.942 3.406
H 1.309 3.469 -1.519
C -4.808 3.805 0.755
Pd -1.186 0.871 -0.611
C 6.022 -5.296 1.069
C 3.298 -3.112 1.388
C -2.763 2.351 0.742
H -3.210 -2.904 -3.260
C -2.640 -1.987 -3.340
C 0.703 3.392 -4.829
O -5.213 5.190 5.421
C -1.531 -0.120 -2.275
C 4.484 -4.408 2.725
C 2.281 -2.174 0.940
H 2.961 -2.224 -1.094
C 6.606 -6.020 2.087
*
```

natural (NBO) population analysis, charges in e, atoms 1 to 2: 0.221 -0.264